# 1
This record from the Open Molecules 2025 dataset describes C4H2Cl2FN in the gas phase in a non-equilibrium geometry. The level of theory is the ωB97M-V functional and the def2-TZVPD basis.

Cartesian coordinates (Å):
Cl: -2.7848 -0.5500 -0.0739
Cl: 2.3376 -1.2275 -0.1265
F: 1.2981 2.3429 0.0766
N: -0.1469 -0.8759 0.3053
C: 0.6831 1.1401 -0.0984
C: -1.2054 0.0824 0.0794
C: 0.9951 -0.1544 0.2002
C: -0.7461 1.3766 -0.1024
H: -1.2094 2.3837 -0.2916
H: -0.2022 -1.7890 0.4000

Properties
- SMILES: Fc1cc(Cl)[nH]c1Cl
- HOMO level: -0.317 Ha
- Gap between HOMO and LUMO: 9.2 eV
- Energy above the lowest of the compared OMol25 structures with the same formula, charge and spin: 0.702 eV
- Energy: -33430.9288 eV

# 2
This record from the Open Molecules 2025 dataset describes C4H2Cl5N as an isolated structure in a non-equilibrium geometry. The level of theory is the ωB97M-V functional and the def2-TZVPD basis.

Cartesian coordinates (Å):
Cl: 2.3653 1.5316 -0.2653
Cl: -1.6293 1.0942 -1.6053
Cl: 2.5643 -1.3460 -0.0212
Cl: -1.9411 -1.5835 -0.5564
Cl: -3.8174 0.4886 0.1918
N: 0.5468 2.2630 0.8042
C: -0.2715 1.4269 0.9066
C: -2.0797 0.1765 -0.1574
C: 2.2540 0.0554 -0.9447
C: -1.2177 0.4861 0.9835
H: -1.3926 -0.0548 1.8997
H: 1.6703 -0.0931 -1.8397

Properties
- HOMO level (spin up / spin down): -0.298 / -0.334 Ha
- Gap between HOMO and LUMO (spin up / spin down): 6.1 / 8.5 eV
- Energy above the lowest of the compared OMol25 structures with the same formula, charge and spin: 3.236 eV
- Energy: -68278.2105 eV

# 3
This record from the Open Molecules 2025 dataset describes C4H2ClFO2 in the gas phase in a non-equilibrium geometry. The level of theory is the ωB97M-V functional and the def2-TZVPD basis.

Cartesian coordinates (Å):
Cl: 0.6507 -2.1964 -0.5011
F: -1.9272 -0.1991 -0.3970
O: 0.9354 1.5030 0.4745
O: -1.1738 2.3845 0.7531
C: 0.3564 -0.5189 -0.2360
C: -0.3892 1.4714 0.3446
C: 1.4357 0.2561 0.3926
C: -0.7030 0.1656 -0.3008
H: 2.4545 0.2515 -0.2870
H: 1.5368 -0.4659 1.3552

Properties
- SMILES: O=C1OCC(Cl)=C1F
- HOMO level: -0.387 Ha
- Gap between HOMO and LUMO: 10.7 eV
- Energy above the lowest of the compared OMol25 structures with the same formula, charge and spin: 0.421 eV
- Energy: -23513.1929 eV

# 4
This record from the Open Molecules 2025 dataset describes C4H2ClNS2 in the gas phase in a non-equilibrium geometry. The level of theory is the ωB97M-V functional and the def2-TZVPD basis.

Cartesian coordinates (Å):
Cl: -0.6729 -0.3253 -2.0460
S: -2.0119 0.3709 1.4487
S: 1.7322 1.7381 0.4860
N: 2.1648 -1.6259 0.0238
C: 1.3386 -0.8959 -0.2026
C: -1.0543 -0.6816 0.5458
C: 0.2898 1.3475 -0.0255
C: 0.1127 -0.0934 -0.3602
H: -1.4146 -1.7665 0.4785
H: -0.4845 1.9322 -0.3485

Properties
- SMILES: N#CC(Cl)(C=S)C=S
- HOMO level: -0.349 Ha
- Gap between HOMO and LUMO: 7.9 eV
- Energy above the lowest of the compared OMol25 structures with the same formula, charge and spin: 1.615 eV
- Energy: -39860.3349 eV

# 5
This record from the Open Molecules 2025 dataset describes C4H2F2O in the gas phase in a non-equilibrium geometry. The level of theory is the ωB97M-V functional and the def2-TZVPD basis.

Cartesian coordinates (Å):
F: 2.7704 1.2809 0.7287
F: 1.1436 2.3631 1.6594
O: 0.8425 2.6240 -1.4896
C: 0.4137 0.0481 0.5859
C: 1.4567 1.5091 0.6835
C: 0.7538 1.7361 -0.7024
C: -0.0317 0.4893 -0.5907
H: 0.2775 -0.7735 1.2520
H: -0.7558 0.0974 -1.2829

Properties
- SMILES: O=C1C=CC1(F)F
- HOMO level: -0.381 Ha
- Gap between HOMO and LUMO: 10.4 eV
- Energy above the lowest of the compared OMol25 structures with the same formula, charge and spin: 1.090 eV
- Energy: -11660.4536 eV

# 6
This record from the Open Molecules 2025 dataset describes C4H2F2O in the gas phase in a non-equilibrium geometry. The level of theory is the ωB97M-V functional and the def2-TZVPD basis.

Cartesian coordinates (Å):
F: -1.2507 -1.4575 0.0758
F: 0.7616 -1.4537 -0.7889
O: -0.6528 1.6060 -1.2130
C: 0.9283 1.0509 1.8802
C: -0.3151 0.6157 -0.6167
C: -0.5090 -1.0145 -0.9539
C: 0.4831 0.6844 0.8230
H: -0.8813 -1.2048 -1.9887
H: 1.4360 1.1736 2.7822

Properties
- SMILES: C#CC(=O)C(F)F
- HOMO level: -0.396 Ha
- Gap between HOMO and LUMO: 10.8 eV
- Energy above the lowest of the compared OMol25 structures with the same formula, charge and spin: 2.156 eV
- Energy: -11659.3881 eV

Which of these has the lowest energy?
C4H2Cl5N